A structure of composition C13H44AsF6O9 in a non-equilibrium geometry, computed with ωB97M-V with the def2-TZVPD basis set.

Atoms and positions in Å:
As 24.29189 -7.28607 -25.36933
F 23.10444 -8.59483 -25.65874
F 24.09773 -7.63262 -23.64141
F 25.39834 -5.95669 -24.93068
F 24.56991 -6.95823 -27.12728
F 22.90938 -6.13408 -25.32080
F 25.77861 -8.26773 -25.43895
C 21.15307 -10.13782 -23.45029
C 19.85665 -10.33040 -22.59051
C 19.59279 -9.28650 -21.50838
O 18.70495 -10.31440 -23.45869
H 22.02037 -10.44678 -22.86682
H 21.41793 -9.16372 -23.86147
H 21.20432 -10.83019 -24.29058
H 19.91750 -11.34203 -22.18928
H 18.67044 -9.34878 -20.93090
H 19.59650 -8.30574 -21.98398
H 20.36217 -9.21171 -20.73990
H 18.63734 -9.43698 -23.84230
C 26.22574 -12.42494 -27.64006
C 27.71159 -11.82528 -27.58008
C 27.85801 -10.35335 -28.00462
O 28.19715 -11.93236 -26.24392
H 25.57076 -12.09601 -26.83328
H 26.27732 -13.51369 -27.63270
H 25.64893 -12.14673 -28.52210
H 28.45602 -12.50065 -28.00174
H 27.61096 -9.65704 -27.20324
H 27.29903 -10.08463 -28.90096
H 28.91249 -10.22401 -28.24844
H 27.59054 -11.34564 -25.78633
C 22.15592 -5.75859 -28.80818
O 23.41406 -5.84362 -29.41214
H 22.12064 -4.94260 -28.08637
H 21.35134 -5.67445 -29.53871
H 21.96608 -6.61767 -28.16471
H 24.04062 -6.35833 -28.89824
C 28.11105 -6.32162 -26.84700
O 27.85049 -5.46532 -25.82319
H 27.13845 -6.60867 -27.24669
H 28.67452 -5.72107 -27.56110
H 28.62049 -7.23963 -26.55404
H 26.96364 -5.63069 -25.49495
C 21.58930 -11.52417 -27.32833
O 22.16214 -10.30059 -27.57302
H 22.20162 -12.14997 -26.67907
H 20.62874 -11.31594 -26.85709
H 21.60721 -12.14414 -28.22466
H 22.16896 -9.69590 -26.82743
C 24.98922 -11.44225 -23.76452
O 26.24863 -10.96901 -24.25842
H 24.41093 -10.76097 -23.14039
H 24.37515 -11.46717 -24.66474
H 24.96502 -12.40399 -23.25211
H 26.32153 -10.02302 -24.40463
C 19.62741 -7.10548 -25.19525
O 18.24832 -7.15242 -25.05800
H 20.14580 -7.87031 -25.77352
H 19.93689 -6.20165 -25.72005
H 20.16234 -7.09655 -24.24559
H 17.83991 -6.76112 -25.83369
C 22.48555 -2.84010 -24.28632
O 21.96227 -3.40550 -25.43172
H 22.10168 -1.83683 -24.10141
H 22.28889 -3.54770 -23.48089
H 23.57469 -2.79695 -24.28385
H 22.11962 -4.35142 -25.38617
C 22.97176 -7.49488 -20.78726
O 22.81193 -6.28435 -21.51429
H 23.99320 -7.74974 -20.50476
H 22.25005 -7.55895 -19.97293
H 22.80220 -8.28407 -21.51973
H 23.30420 -6.50633 -22.30802

Results
LUMO, eV: 2.28
Gap between HOMO and LUMO, eV: 9.56
Multiplicity: 1
Max |F|, eV Å⁻¹: 2.574
Molecular weight, g/mol: 533.40
Energy, eV: -109767.9294
Charge: -1

=====

A structure of composition C26H44N7O4SSi2V in a non-equilibrium geometry, computed with ωB97M-V with the def2-TZVPD basis set.

Atoms and positions in Å:
V 0.30260 -0.38620 0.70554
N 0.73136 -0.37836 3.37601
N 0.20207 -1.56599 3.89427
C -0.28921 -2.51105 3.06960
N -0.83532 -3.60623 3.57102
N -0.13963 -2.25802 1.76804
N -0.51446 -3.12200 0.80599
O -0.20291 -2.79359 -0.31214
O -1.08654 -4.14662 1.09102
H 1.70520 -0.26244 3.66157
H 0.19247 0.43349 3.69046
H 0.10671 -1.67956 4.90022
H -0.93587 -3.76984 4.55953
H -1.17604 -4.30589 2.91003
C 3.04957 -0.86108 -7.29879
C 2.27368 -0.54619 -6.06308
C 2.38342 0.68859 -5.42222
C 1.68809 0.93645 -4.24988
C 0.87520 -0.05461 -3.72747
C 0.72004 -1.27954 -4.35717
C 1.42137 -1.51520 -5.52448
S 0.02633 0.25552 -2.21156
O -0.10646 1.66231 -1.94860
O -1.13557 -0.56110 -2.04214
N 1.00958 -0.22206 -0.93717
C 1.99605 -1.10518 -0.73649
C 2.92489 -1.63799 -1.64426
C 3.84351 -2.54776 -1.16805
C 3.83218 -2.91870 0.17787
C 2.88838 -2.34881 1.01001
N 2.01285 -1.46153 0.56111
H 3.57254 0.00972 -7.68352
H 2.38853 -1.25079 -8.07091
H 3.78809 -1.63697 -7.09253
H 3.00063 1.46437 -5.85049
H 1.73702 1.88917 -3.74454
H 0.04266 -2.00645 -3.93605
H 1.30372 -2.45353 -6.04538
H 2.91558 -1.32778 -2.67622
H 4.56933 -2.97043 -1.84422
H 4.53730 -3.63799 0.56074
H 2.81515 -2.61199 2.06007
C 2.02898 3.50607 -0.18506
Si 1.85585 2.43557 1.38343
C 1.92212 3.40422 3.02529
C 3.33977 1.22002 1.48042
C 0.13841 1.49461 1.14679
Si -1.40026 2.47883 1.87257
C -1.17332 4.29094 2.41231
C -2.02130 1.47051 3.39045
C -2.61567 2.60197 0.41058
H 2.86132 4.20093 -0.11404
H 1.13137 4.08204 -0.38850
H 2.19000 2.87387 -1.05480
H 2.95203 3.47841 3.35771
H 1.34894 2.95933 3.83168
H 1.56975 4.41859 2.89077
H 4.20807 1.77462 1.82197
H 3.59225 0.80434 0.50820
H 3.19061 0.40266 2.18130
H -0.04480 1.63050 0.07144
H -0.76134 4.41536 3.40460
H -2.14770 4.77099 2.42144
H -0.56016 4.85281 1.71693
H -1.42471 1.65075 4.28085
H -2.07342 0.40505 3.18145
H -3.02613 1.80108 3.63105
H -2.29351 3.38556 -0.27013
H -3.60443 2.87580 0.76744
H -2.69399 1.68714 -0.16606
C -4.39039 -0.82972 -1.09568
C -4.14303 -1.08030 0.40249
C -4.38028 -2.56010 0.74166
C -5.07073 -0.19338 1.24266
C -2.74732 -0.78080 0.65682
C -1.57026 -0.51109 0.82913
H -5.35391 -1.24562 -1.37778
H -3.60986 -1.29185 -1.69457
H -4.39375 0.23527 -1.31322
H -5.42578 -2.80649 0.58373
H -4.13890 -2.76317 1.78215
H -3.77621 -3.20309 0.10905
H -6.10274 -0.43109 0.99667
H -4.89965 0.85843 1.03684
H -4.91998 -0.36774 2.30426

Results
LUMO, eV: -7.69
Gap between HOMO and LUMO, eV: 6.74
Multiplicity: 1
Max |F|, eV Å⁻¹: 4.486
Molecular weight, g/mol: 657.87
Energy, eV: -98555.5801
Charge: +2

=====

A cluster of 2 separate species, C4HNO2 in total in a non-equilibrium geometry, computed with ωB97M-V with the def2-TZVPD basis set.

Atoms and positions in Å:
C 0.19429 -0.45429 -0.80898
C 0.75755 0.44120 -1.38277
C 0.94077 2.30140 2.26824
C -1.48862 -1.78921 0.24950
N -0.42095 -1.34252 -0.05672
O 1.21243 2.09252 1.19514
O -2.41675 -2.36294 0.65668
H 1.22129 1.11384 -2.12109

Results
LUMO, eV: 0.54
Gap between HOMO and LUMO, eV: 10.41
Multiplicity: 1
Max |F|, eV Å⁻¹: 1.412
Molecular weight, g/mol: 95.06
Energy, eV: -9746.4024

=====

A structure of composition C19H12Cl3CrN4O2, computed with ωB97M-V with the def2-TZVPD basis set.

Atoms and positions in Å:
Cr -0.25402 0.54979 0.46950
Cl 0.84516 -6.13282 1.29521
C 0.13366 -4.55352 1.40563
C 0.79235 -3.49638 0.79805
C 0.25547 -2.21936 0.84848
N 0.80331 -1.08848 0.19947
C 2.15706 -1.16149 -0.15208
O 3.04482 -1.44237 0.61837
C 2.49919 -0.96192 -1.62107
C 3.72932 -1.43691 -2.06068
C 4.03061 -1.34736 -3.40825
C 3.10469 -0.76925 -4.25984
C 1.91181 -0.30821 -3.72173
N 1.59899 -0.41333 -2.43327
C -0.95713 -2.01536 1.51780
C -1.61451 -3.07099 2.12789
C -1.06411 -4.34341 2.07195
Cl -1.90654 -5.64259 2.85781
N -1.35367 -0.65811 1.50971
C -2.40459 -0.16472 2.20286
O -3.24757 -0.75387 2.85274
C -2.42726 1.35543 2.14909
C -3.38694 2.07405 2.82896
C -3.33033 3.45691 2.79247
C -2.30955 4.06807 2.08153
C -1.38778 3.27716 1.42246
N -1.44554 1.94228 1.44711
H 1.73151 -3.68453 0.29694
H 4.41613 -1.86076 -1.34267
H 4.97311 -1.72198 -3.78689
H 3.29085 -0.68383 -5.32205
H 1.16899 0.15981 -4.35961
H -2.54224 -2.90814 2.65223
H -4.14234 1.52277 3.37150
H -4.06835 4.05193 3.31480
H -2.21821 5.14386 2.03231
H -0.57788 3.71656 0.85661
Cl 0.93455 2.17203 -0.78111
C -0.66322 1.45535 -1.29081
H -0.51492 0.89876 -2.20875
H -1.39195 2.25448 -1.37260

Results
LUMO (spin up / spin down), eV: -0.75 / -0.72
Gap between HOMO and LUMO (spin up / spin down), eV: 6.70 / 6.82
Multiplicity: 4
Max |F|, eV Å⁻¹: 0.489
Molecular weight, g/mol: 486.69
Energy, eV: -95943.2923
Expectation value of S²: 3.8224

=====

Q: Among the records above, which one has the highest multiplicity?
A: C19H12Cl3CrN4O2

=====

Q: multiplicity of number 3 (C4HNO2)?
A: 1